# 1
A structure of composition C46H38F3GeN4O2SV. Source: the Open Molecules 2025 dataset; level of theory: the ωB97M-V functional and the def2-TZVPD basis.

As for the spin multiplicity: 4. Its expectation value of S² is 3.8166. As for the calculated total energy: -159569.1857 eV. The HOMO energy (spin up / spin down) is -4.09 / -4.83 eV. For the max |F|, the calculation gives 0.66 eV/Å. The lowest unoccupied orbital energy (spin up / spin down) comes out at 2.6257 / 1.7750 eV. The calculation puts the gap between HOMO and LUMO (spin up / spin down) at 0.24669 / 0.24289 Ha. Its charge is -1.

Each line ends with the Löwdin spin population.
Atoms and positions in Å:
V  0.08944  0.53265  0.25317  2.27
C  -3.11682  2.05173  -2.76085  0.00
C  -1.73529  2.60619  -2.54090  0.01
C  -0.64631  2.10770  -3.24956  0.01
C  0.63521  2.58256  -3.01319  0.00
C  0.85375  3.55603  -2.04823  0.00
C  -0.22806  4.08166  -1.35269  0.00
C  -1.51064  3.61479  -1.60743  0.01
H  -3.66319  2.62256  -3.51720  0.00
H  -3.69761  2.08064  -1.83702  0.00
H  -3.06487  1.01437  -3.09415  0.00
H  -0.79889  1.31373  -3.97141  0.00
H  1.47168  2.16639  -3.56347  0.00
H  1.86029  3.88814  -1.82693  0.00
H  -0.06934  4.84120  -0.59614  0.00
H  -2.35108  4.01653  -1.05210  0.00
F  4.23024  0.06846  4.86986  0.00
C  3.48048  0.66651  3.90618  0.00
F  3.71088  1.98531  4.02384  0.00
F  3.98010  0.26423  2.73616  0.00
C  2.02379  0.32341  4.07804  0.00
C  1.65980  -0.56446  5.07129  0.00
C  0.33502  -0.93670  5.22445  0.00
C  -0.58817  -0.34958  4.38248  0.01
N  -0.25183  0.53423  3.44961  0.08
C  1.03381  0.85585  3.22122  0.02
S  1.41880  1.86208  1.85053  0.14
H  2.42247  -0.98583  5.71211  0.00
H  0.02510  -1.65673  5.96771  0.00
H  -1.64360  -0.58435  4.45401  0.00
O  3.52288  1.06716  -0.61798  0.00
C  2.85330  0.31601  -1.29339  0.01
N  3.37614  -0.49487  -2.28440  0.00
C  2.35565  -1.11714  -3.08433  0.00
C  1.09927  -0.66941  -2.27631  0.01
O  -0.03295  -0.98952  -2.58638  0.02
N  1.47297  0.13123  -1.24256  0.03
C  2.47578  -2.64229  -3.12732  0.00
C  3.66798  -3.25992  -2.76952  0.00
C  3.80092  -4.64106  -2.83665  0.00
C  2.73669  -5.42328  -3.25616  0.00
C  1.54014  -4.81276  -3.60706  0.00
C  1.40993  -3.43368  -3.54948  0.00
C  2.29664  -0.56112  -4.51579  0.00
C  1.11091  -0.55552  -5.24713  0.00
C  1.08248  -0.05870  -6.54277  0.00
C  2.23685  0.42799  -7.13800  0.00
C  3.42540  0.41115  -6.42348  0.00
C  3.45132  -0.07876  -5.12541  0.00
H  4.32559  -0.33770  -2.56393  0.00
H  4.49549  -2.66493  -2.40557  0.00
H  4.73716  -5.10245  -2.54653  0.00
H  2.83373  -6.50123  -3.29836  0.00
H  0.69417  -5.41399  -3.91796  0.00
H  0.46747  -2.96582  -3.79803  0.00
H  0.20506  -0.92094  -4.78236  0.00
H  0.14516  -0.04786  -7.08653  0.00
H  2.20972  0.81900  -8.14748  0.00
H  4.33669  0.78520  -6.87362  0.00
H  4.39297  -0.07369  -4.59166  0.00
Ge  -1.77733  1.51611  1.84899  0.32
C  -1.75217  3.16252  2.91269  0.02
C  -2.08951  4.35552  2.27231  0.01
C  -2.10625  5.56545  2.95575  0.00
C  -1.78854  5.60416  4.30535  0.01
C  -1.45328  4.42762  4.96174  0.00
C  -1.43288  3.22348  4.27034  0.00
C  -3.22263  0.37175  2.51650  0.02
C  -3.67420  -0.66877  1.70523  0.01
C  -4.72338  -1.48628  2.10333  0.00
C  -5.34537  -1.27272  3.32711  0.01
C  -4.91552  -0.23540  4.14296  0.00
C  -3.86523  0.58101  3.73671  0.01
H  -2.41728  2.03164  0.49548  0.12
H  -2.33876  4.34268  1.21607  0.00
H  -2.36488  6.47804  2.43126  0.00
H  -1.79671  6.54510  4.84235  0.00
H  -1.19808  4.44759  6.01486  0.00
H  -1.15228  2.32227  4.80108  0.00
H  -3.18059  -0.84833  0.75690  0.00
H  -5.04997  -2.29627  1.46118  0.00
H  -6.16191  -1.91145  3.64250  0.00
H  -5.40083  -0.05851  5.09618  0.00
H  -3.54954  1.39375  4.38429  0.00
N  -0.53412  -0.98994  0.64153  -0.11
C  -0.51786  -2.29506  1.07754  0.00
C  -1.53585  -3.19680  0.72912  -0.01
C  -1.50676  -4.50769  1.17723  0.00
C  -0.46322  -4.96316  1.97597  -0.01
C  0.55868  -4.08429  2.31595  0.00
C  0.53298  -2.76945  1.87809  -0.01
H  -2.33405  -2.85181  0.08526  0.00
H  -2.30498  -5.18495  0.89329  0.00
H  -0.44189  -5.99040  2.31844  0.00
H  1.38527  -4.42498  2.92945  0.00
H  1.32829  -2.08286  2.14373  0.00

Forces on atoms 1 to 2 (eV/Å):
0.37 0.19 -0.01
-0.03 -0.01 0.00

# 2
The molecule C5H5ClN2O4 in a non-equilibrium geometry. Source: the Open Molecules 2025 dataset; level of theory: the ωB97M-V functional and the def2-TZVPD basis.

As for the calculated total energy: -28953.7724 eV. The HOMO energy is -9.39 eV. The SMILES is CCOC(=O)N=C=C(Cl)[N+](=O)[O-]. For the max |F|, the calculation gives 2.49 eV/Å. The lowest unoccupied orbital energy comes out at -0.3861 eV. The calculation puts the gap between HOMO and LUMO at 0.33096 Ha.

Each line ends with the Mulliken charge.
Atoms and positions in Å:
C  -1.36442  0.29480  -1.67195  -1.03
C  -0.12070  -0.57418  -1.75425  -0.32
O  -0.37388  -1.91024  -1.27331  -0.31
C  -0.34649  -2.25604  -0.03346  0.63
O  -0.60449  -3.28592  0.47240  -0.45
N  0.10972  -1.11248  0.85913  -0.28
C  0.47630  -0.22346  1.57120  0.98
C  0.90670  0.82406  2.32955  -0.49
Cl  0.93459  0.73855  4.05426  -0.14
N  1.37955  1.97132  1.66344  1.05
O  1.31566  1.92748  0.44031  -0.63
O  1.80724  2.89280  2.31254  -0.63
H  -1.72066  0.37861  -0.64704  0.29
H  -1.12069  1.28985  -2.03144  0.34
H  -2.15859  -0.11989  -2.28929  0.35
H  0.70704  -0.11788  -1.20541  0.37
H  0.17312  -0.71738  -2.79669  0.28

Forces on atoms 1 to 2 (eV/Å):
0.12 -0.38 0.03
0.01 0.82 -0.19

# 3
A structure of composition C11H14BN7Pt in a non-equilibrium geometry. Source: the Open Molecules 2025 dataset; level of theory: the ωB97M-V functional and the def2-TZVPD basis.

As for the spin multiplicity: 3. Its expectation value of S² is 2.0053. As for the calculated total energy: -25979.9875 eV. The HOMO energy (spin up / spin down) is -6.11 / -5.93 eV. For the max |F|, the calculation gives 7.83 eV/Å. The lowest unoccupied orbital energy (spin up / spin down) comes out at -0.9826 / -1.9274 eV. The calculation puts the gap between HOMO and LUMO (spin up / spin down) at 0.18860 / 0.14702 Ha.

Each line ends with the Löwdin spin population.
Atoms and positions in Å:
H  -1.47131  0.95691  1.61862  0.00
N  -2.09690  -0.20888  0.00585  0.16
B  -3.08384  -1.58850  -1.81233  0.00
N  -3.20159  -0.81030  -0.45554  0.01
C  -4.19837  -0.48829  0.38973  0.00
Pt  -0.39510  -0.15070  -0.97588  1.38
H  -5.20136  -0.81092  0.15877  0.00
C  -3.65840  0.28983  1.44719  0.00
H  -4.18559  0.65583  2.30675  0.00
C  -2.32635  0.47054  1.17172  0.02
H  -4.15661  -2.00337  -2.16656  0.00
C  2.58472  0.84926  1.31978  0.02
H  1.96443  1.76375  0.97141  0.00
H  3.11592  0.33469  0.46757  0.00
H  2.02402  0.17630  2.03360  0.00
N  -2.06660  -2.77725  -1.53690  0.01
N  -2.44582  -0.64597  -2.93232  0.01
N  -0.83646  -2.43044  -1.14093  0.15
N  -1.28499  -0.03273  -2.67502  0.14
C  -2.12182  -4.14850  -1.63834  0.00
C  -2.78951  -0.24349  -4.15719  0.00
H  -3.00383  -4.64012  -1.96443  0.00
H  -3.75963  -0.60766  -4.50360  0.00
C  -0.83737  -4.64838  -1.25048  0.00
C  -1.77154  0.64161  -4.68192  0.00
C  -0.07300  -3.50350  -0.96353  0.01
C  -0.81366  0.76764  -3.69399  0.03
H  -0.54396  -5.67259  -1.18223  0.00
H  -1.79593  1.10389  -5.65046  0.00
H  0.95589  -3.39347  -0.65078  0.00
H  0.14184  1.22998  -3.49320  0.01
H  3.26442  1.26090  2.13109  0.01
N  3.84895  1.97796  4.26301  0.00
C  3.54338  1.62196  3.21735  0.01

Forces on atoms 1 to 2 (eV/Å):
-0.35 0.08 0.25
-0.58 0.99 2.41

# 4
The molecule C4H7F2IS in a non-equilibrium geometry. Source: the Open Molecules 2025 dataset; level of theory: the ωB97M-V functional and the def2-TZVPD basis.

As for the calculated total energy: -28630.8057 eV. The HOMO energy is -9.04 eV. The SMILES is CS[C@@](C)(I)C(F)F. For the max |F|, the calculation gives 3.29 eV/Å. The lowest unoccupied orbital energy comes out at 0.0485 eV. The calculation puts the gap between HOMO and LUMO at 0.33386 Ha.

Each line ends with the Mulliken charge.
Atoms and positions in Å:
C  -2.43549  0.18845  0.50226  -0.57
S  -0.86619  -0.71407  0.99663  -0.01
C  0.48307  -0.09478  -0.56740  -0.33
C  1.75561  -0.84766  -0.25768  -1.18
I  -0.41268  -0.25017  -2.52741  0.13
C  0.70183  1.42300  -0.35342  0.48
F  1.46037  1.51373  0.75079  -0.26
F  -0.42639  2.11267  -0.14547  -0.22
H  -2.58096  1.03281  1.12933  0.26
H  -3.26502  -0.43817  0.38321  0.35
H  -2.10551  0.51259  -0.50629  0.04
H  1.69420  -1.97531  -0.60975  0.29
H  2.58357  -0.50401  -0.90134  0.38
H  1.84180  -0.70998  0.91940  0.35
H  1.27351  1.96108  -1.28627  0.29

Forces on atoms 1 to 2 (eV/Å):
3.02 0.01 -1.30
0.67 1.01 -2.20

Repeat the fourth record exactly.
The molecule C4H7F2IS in a non-equilibrium geometry. Source: the Open Molecules 2025 dataset; level of theory: the ωB97M-V functional and the def2-TZVPD basis.

As for the calculated total energy: -28630.8057 eV. The HOMO energy is -9.04 eV. The SMILES is CS[C@@](C)(I)C(F)F. For the max |F|, the calculation gives 3.29 eV/Å. The lowest unoccupied orbital energy comes out at 0.0485 eV. The calculation puts the gap between HOMO and LUMO at 0.33386 Ha.

Each line ends with the Mulliken charge.
Atoms and positions in Å:
C  -2.43549  0.18845  0.50226  -0.57
S  -0.86619  -0.71407  0.99663  -0.01
C  0.48307  -0.09478  -0.56740  -0.33
C  1.75561  -0.84766  -0.25768  -1.18
I  -0.41268  -0.25017  -2.52741  0.13
C  0.70183  1.42300  -0.35342  0.48
F  1.46037  1.51373  0.75079  -0.26
F  -0.42639  2.11267  -0.14547  -0.22
H  -2.58096  1.03281  1.12933  0.26
H  -3.26502  -0.43817  0.38321  0.35
H  -2.10551  0.51259  -0.50629  0.04
H  1.69420  -1.97531  -0.60975  0.29
H  2.58357  -0.50401  -0.90134  0.38
H  1.84180  -0.70998  0.91940  0.35
H  1.27351  1.96108  -1.28627  0.29

Forces on atoms 1 to 2 (eV/Å):
3.02 0.01 -1.30
0.67 1.01 -2.20